No. 1
{
  "formula": "C6H7NS",
  "method": "ωB97M-V with the def2-TZVPD basis set",
  "elements": ["C", "C", "C", "C", "C", "C", "N", "S", "H", "H", "H", "H", "H", "H", "H"],
  "positions_angstrom": [[2.54577, 0.78077, -1.09802], [2.10818, 0.23936, -0.09671], [-1.08675, 0.21696, 0.36183], [-0.03380, -0.74926, 0.47013], [-1.84572, 0.10326, -0.91366], [1.35613, -0.48412, 1.01143], [-1.33947, 0.91611, 1.36533], [-0.29579, -2.31313, -0.00409], [3.36233, 0.85063, -1.72243], [-2.58131, -0.63556, -0.81191], [-2.32559, 1.14047, -1.13421], [-1.10916, -0.10012, -1.74407], [1.92112, -1.51316, 0.99013], [1.55051, 0.00644, 1.95207], [-2.22645, 1.54136, 1.37420]],
  "forces_ev_per_a": [[-0.7222, -1.4635, 2.5845], [-0.9480, 0.4047, -0.0851], [-1.3010, 0.4736, -0.8427], [1.8512, -3.3094, 0.6218], [0.7677, 3.5032, -1.5935], [2.4983, -1.0884, -2.1531], [-1.3721, 1.9721, 1.7482], [-0.1602, 1.1462, 0.2431], [0.9055, 0.7080, -1.5020], [-1.0095, -1.1100, -0.2375], [0.5903, -1.8294, 0.3506], [-1.0954, -0.0201, 0.7488], [-1.2385, 1.8298, 0.4897], [-0.6510, 0.2497, 0.3281], [1.8847, -1.4666, -0.7009]],
  "smiles": "[H]/N=C(\\C)C(=S)CC#C",
  "homo_ev": -8.97,
  "e_lumo_ev": -0.88,
  "total_energy_ha": -685.62571,
  "charge": 0
}

---

No. 2
{
  "formula": "C32H22BrN6O3Tl",
  "method": "ωB97M-V with the def2-TZVPD basis set",
  "elements": ["Tl", "C", "O", "C", "C", "C", "C", "C", "C", "C", "N", "C", "C", "N", "C", "C", "C", "C", "N", "C", "C", "N", "C", "C", "C", "C", "H", "H", "H", "H", "H", "H", "H", "H", "H", "H", "H", "H", "H", "H", "N", "C", "C", "C", "C", "C", "C", "H", "H", "H", "H", "H", "Br", "C", "C", "N", "C", "C", "C", "C", "O", "O", "H", "H", "H"],
  "positions_angstrom": [[-1.21452, 0.26747, 0.17027], [11.02557, 0.50183, 8.13402], [10.90664, 0.38690, 6.73224], [9.64611, 0.30744, 6.22048], [8.49215, 0.29228, 6.98961], [7.25279, 0.20163, 6.35890], [7.14745, 0.12491, 4.98076], [8.32098, 0.14537, 4.22246], [9.55355, 0.23568, 4.83096], [5.85686, 0.00973, 4.27947], [5.73263, -0.12526, 2.98370], [4.37304, -0.20956, 2.75786], [3.68457, -0.12411, 3.93764], [4.64663, 0.01714, 4.91431], [2.25649, -0.22275, 4.03525], [1.52462, -0.16505, 5.22364], [0.16139, -0.34684, 5.17403], [-0.43383, -0.58555, 3.93176], [0.23826, -0.62264, 2.80083], [1.55992, -0.42845, 2.82902], [2.27554, -0.43580, 1.54179], [1.54266, -0.49471, 0.42208], [2.15113, -0.55841, -0.74135], [3.54881, -0.53612, -0.87123], [4.31458, -0.41443, 0.26095], [3.67598, -0.35749, 1.50640], [12.08854, 0.58402, 8.34421], [10.62450, -0.37976, 8.64213], [10.51363, 1.39400, 8.50538], [8.53262, 0.34456, 8.06806], [6.36761, 0.19336, 6.98403], [8.23708, 0.09014, 3.14531], [10.46514, 0.25200, 4.24789], [4.48558, 0.09301, 5.90023], [2.02332, 0.02381, 6.16874], [-0.44348, -0.31319, 6.07095], [-1.50526, -0.74094, 3.84710], [1.49749, -0.63839, -1.60673], [3.99390, -0.60226, -1.85523], [5.39539, -0.36081, 0.22010], [-1.12156, -1.29093, -1.26280], [-1.75174, -1.57370, -2.38385], [-1.84634, -2.93446, -2.88626], [-2.44237, -3.25972, -4.08581], [-3.02747, -2.29465, -4.91636], [-2.99294, -0.97038, -4.45924], [-2.40238, -0.61891, -3.26435], [-1.39703, -3.70725, -2.26854], [-2.45661, -4.30447, -4.39636], [-3.48967, -2.55952, -5.86060], [-3.44509, -0.18722, -5.06529], [-2.41698, 0.41569, -2.93609], [0.79878, -1.05811, -4.80703], [0.23900, 0.75853, -4.78891], [0.22372, 1.47504, -5.97165], [-0.16787, 2.74766, -6.02730], [-0.54627, 3.32001, -4.87953], [-0.55948, 2.67757, -3.64739], [-0.16342, 1.34832, -3.60762], [-1.01275, 3.40558, -2.36484], [-1.32620, 4.60568, -2.50464], [-0.99805, 2.70053, -1.33024], [0.52206, 1.00328, -6.90192], [-0.85762, 4.35686, -4.91827], [-0.22510, 0.79467, -2.67692]],
  "forces_ev_per_a": [[-0.5490, 0.4615, 0.3104], [0.0053, -0.0090, -0.0317], [0.1160, 0.0321, 0.0715], [-0.0772, -0.0152, -0.0079], [-0.0697, -0.0050, -0.0381], [0.0524, 0.0216, 0.1095], [-0.2535, -0.0305, -0.1550], [0.1065, 0.0118, -0.0125], [-0.0464, -0.0076, -0.0290], [0.3091, 0.0094, 0.1559], [-0.1865, 0.0106, -0.0438], [0.1341, -0.0101, -0.1443], [-0.2045, 0.0059, 0.1127], [-0.0570, -0.0036, -0.0561], [0.2389, 0.0200, 0.0677], [-0.0454, -0.0138, 0.0118], [0.0181, 0.0106, 0.0296], [0.0093, 0.0253, -0.0719], [0.0438, -0.1377, 0.1731], [0.0409, 0.0152, -0.2076], [0.0710, 0.0999, -0.0320], [-0.0098, -0.1912, 0.2239], [-0.0432, -0.0041, -0.1386], [-0.0567, -0.0040, 0.0362], [0.0123, 0.0021, 0.0260], [0.1292, 0.0034, 0.0225], [0.0087, -0.0023, -0.0005], [-0.0016, -0.0004, 0.0077], [0.0040, 0.0034, 0.0060], [-0.0031, 0.0062, -0.0186], [-0.0007, -0.0167, -0.0112], [-0.0058, -0.0096, 0.0173], [-0.0011, 0.0019, 0.0093], [0.0059, 0.0207, 0.0313], [-0.0064, -0.0358, 0.0063], [0.0027, 0.0068, -0.0009], [0.0110, 0.0202, 0.0069], [-0.0695, -0.0297, 0.0239], [-0.0001, 0.0205, 0.0072], [0.0003, -0.0051, -0.0032], [0.3041, -0.3738, -0.4662], [-0.1480, -0.0259, -0.1289], [0.0459, 0.0738, -0.0020], [-0.0087, -0.0365, 0.0094], [0.0565, 0.0983, 0.0904], [-0.0425, -0.0709, -0.0450], [-0.1330, -0.1132, 0.2397], [0.0004, 0.0025, -0.0075], [0.0053, 0.0071, 0.0113], [0.0142, 0.0068, 0.0043], [0.0091, 0.0085, 0.0108], [-0.0918, -0.0160, -0.0259], [0.0290, 0.0645, -0.0222], [0.1332, -0.0761, -0.0676], [-0.0315, 0.0256, 0.0306], [-0.0124, 0.0364, 0.0251], [0.0803, 0.0073, -0.0258], [0.0036, 0.0223, -0.0416], [-0.0355, 0.0296, 0.0188], [0.0764, -0.0581, -0.0200], [0.0085, -0.0790, 0.0326], [-0.0241, 0.2165, -0.1039], [0.0141, 0.0045, 0.0055], [-0.0182, -0.0017, -0.0074], [0.1328, -0.0297, 0.0219]],
  "homo_ev": 0.44,
  "e_lumo_ev": 2.68,
  "total_energy_ha": -4533.41080,
  "charge": -2
}

---

No. 3
{
  "formula": "BH26O11",
  "method": "ωB97M-V with the def2-TZVPD basis set",
  "elements": ["B", "H", "H", "H", "H", "O", "H", "H", "O", "H", "H", "O", "H", "H", "O", "H", "H", "O", "H", "H", "O", "H", "H", "O", "H", "H", "O", "H", "H", "O", "H", "H", "O", "H", "H", "O", "H", "H"],
  "positions_angstrom": [[0.57631, 0.24663, 0.34796], [1.68562, 0.21147, 0.38530], [-0.02531, 0.73340, 1.47139], [0.06246, 0.89853, -0.60839], [0.20658, -0.90141, 0.12231], [0.36917, 3.52758, 1.94283], [1.24498, 3.89019, 1.68707], [0.58966, 2.64221, 2.14254], [-1.70760, -1.53734, -1.84876], [-1.17705, -2.24834, -2.19276], [-1.26472, -1.04022, -0.97774], [2.62480, -1.12613, -1.91807], [2.67561, -0.71522, -2.85429], [1.97862, -0.70488, -1.32931], [-1.24385, -2.38186, 2.14669], [-0.59017, -2.04660, 1.64837], [-0.94052, -2.67880, 3.01736], [1.66656, 2.99204, -0.17581], [1.19038, 2.30101, 0.05208], [1.16942, 3.47836, -0.94618], [-2.04802, 0.14025, -3.24627], [-2.08421, -0.77039, -2.95051], [-1.14069, 0.39351, -3.00628], [-3.01063, 1.35332, -0.90011], [-2.83714, 0.70509, -1.71821], [-2.24924, 1.52988, -0.67215], [-1.50921, 0.98888, 4.41925], [-0.69814, 1.28666, 4.99531], [-1.41405, 0.46149, 3.54989], [-1.21953, -4.39486, 0.09632], [-0.94447, -3.57970, 0.53480], [-0.25357, -4.70983, -0.47357], [2.47905, -0.66905, 3.02079], [3.05484, 0.06055, 3.44704], [1.94617, -0.31155, 2.41805], [0.83207, 0.76729, -3.50393], [0.89782, -0.12345, -3.96501], [1.10802, 1.33129, -4.15799]],
  "forces_ev_per_a": [[-4.4304, 0.6162, 0.5632], [2.7466, 0.2920, 0.0980], [1.0051, -0.8755, -1.3969], [0.5670, -0.2669, 0.5756], [-0.2356, -0.3938, 0.2916], [0.4375, 2.2362, 0.4465], [-0.9920, -0.2728, -0.0958], [-0.0181, -1.8033, 0.3176], [1.1320, -0.3697, 4.8118], [0.7390, -0.5080, 0.7201], [-1.0121, -2.0891, -3.1919], [0.7016, -0.0239, -2.3195], [-0.6242, -0.5387, 3.0496], [0.0133, 0.5275, -0.6086], [-4.2140, -2.2125, 3.0206], [4.1086, 2.3901, -2.2700], [0.2874, 0.3072, -0.6649], [3.3517, 7.3361, -4.6356], [-3.9610, -5.3603, 1.3611], [1.3132, -1.7747, 2.4945], [-0.1968, 2.8528, -2.1635], [-0.1910, -0.1464, 0.1538], [-0.3673, 0.1534, -0.2598], [-11.5941, -4.8867, -5.9582], [-0.6428, 2.1008, 1.9498], [12.2185, 3.0628, 4.0374], [0.9667, 0.0182, 0.4340], [-1.9586, -1.5056, -2.8114], [1.0079, 1.4455, 2.2989], [4.5757, -1.8640, -3.0488], [-0.1569, -0.0470, 0.2074], [-4.5210, 1.5850, 2.7539], [5.0959, -0.9654, 5.4508], [-1.7513, -1.7700, -1.4225], [-3.3996, 2.7239, -4.0556], [-0.5976, -3.9983, 1.2596], [-0.3600, 1.4858, 1.0324], [0.9565, 2.5393, -2.4253]],
  "homo_ev": -6.76,
  "e_lumo_ev": 2.33,
  "total_energy_ha": -867.91863,
  "charge": -1
}

---

No. 4
{
  "formula": "C5H12N2O",
  "method": "ωB97M-V with the def2-TZVPD basis set",
  "elements": ["C", "N", "C", "C", "C", "N", "C", "O", "H", "H", "H", "H", "H", "H", "H", "H", "H", "H", "H", "H"],
  "positions_angstrom": [[1.27549, -0.40729, 2.07366], [1.49184, -0.68789, -0.89334], [1.51118, 0.66670, -1.34683], [0.22506, -1.21887, -1.09861], [0.40902, 0.61884, 2.16396], [-2.40949, -0.36452, 0.37286], [-2.26945, 0.70573, -0.40234], [-1.71357, 1.78101, -0.18710], [1.18750, -1.00924, 1.17319], [1.93632, -0.66777, 2.89543], [2.46549, 0.91931, -1.82202], [0.76853, 0.94141, -2.10406], [1.37224, 1.27419, -0.43260], [-0.33978, -1.08363, -2.02496], [0.18792, -2.26715, -0.78532], [-0.52789, -0.74018, -0.31061], [-0.62679, 0.43139, 1.89093], [0.66847, 1.65184, 2.37553], [-2.84697, -1.12591, -0.13168], [-2.76514, 0.58203, -1.40610]],
  "forces_ev_per_a": [[-0.5731, 0.4595, 0.4536], [-3.0881, 0.5798, -0.8273], [0.7363, 0.3113, -0.9044], [1.6795, -1.6565, 0.4076], [-0.2192, -0.0837, -0.4797], [1.9906, -0.7135, 0.9376], [-0.7526, 0.8989, -1.8472], [0.0560, -0.6184, 0.3714], [-0.4664, -1.2791, 1.1445], [1.2603, 0.6365, -0.8717], [0.3009, -0.1027, 0.6513], [-0.4389, -0.1944, 0.4619], [0.1538, -0.0398, -0.1777], [0.2773, 0.7617, -0.0138], [0.0267, 0.0623, -0.0561], [-0.9714, 0.3627, 0.5846], [0.3076, 0.5718, -1.3841], [-0.1501, -0.2812, 1.6868], [-0.1502, 0.0825, -0.2328], [0.0209, 0.2421, 0.0953]],
  "homo_ev": -8.40,
  "e_lumo_ev": -3.53,
  "total_energy_ha": -382.16882,
  "charge": 0
}